(1)
CH3Cl2PS | the ωB97M-V functional and the def2-TZVPD basis

Calculated values
**E_LUMO (alpha / beta)**: -0.62 / -2.49 eV
**Largest force on an atom**: 0.0407 hartree/bohr
**HOMO level (alpha / beta)**: -9.064 / -8.995 eV
**ΔE to the lowest compared entry with this formula, charge and spin**: 292.4 kJ/mol

Geometry (Å):
C1 -1.777 0.054 -0.054
P1 1.299 0.011 0.131
S1 2.143 1.447 1.222
Cl1 1.980 -1.804 0.750
Cl2 1.745 0.082 -1.847
H1 -1.678 1.178 -0.273
H2 -1.707 -0.663 -0.923
H3 -2.005 -0.306 0.994

Table of Mulliken atomic charges, one value per atom, all in e: atom 1 (C): -0.908, atom 2 (P): 0.534, atom 3 (S): -0.291, atom 4 (Cl): -0.174, atom 5 (Cl): -0.159, atom 6 (H): 0.332, atom 7 (H): 0.342, atom 8 (H): 0.326

---

(2)
C2HO2S2 | the ωB97M-V functional and the def2-TZVPD basis

Calculated values
**SMILES string**: O=C([S-])C(=O)S
**Net charge**: -1
**E_LUMO**: 3.36 eV
**Largest force on an atom**: 0.0526 hartree/bohr
**HOMO level**: -4.232 eV
**ΔE to the lowest compared entry with this formula, charge and spin**: 58.3 kJ/mol

Geometry (Å):
O1 -1.366 -0.200 -1.134
C1 -0.163 -0.271 -1.068
S1 0.890 -1.276 -1.892
C2 0.570 0.315 0.190
O2 1.625 0.781 0.173
S2 -0.224 0.483 2.225
H1 -1.333 0.166 1.506

Table of Mulliken atomic charges, one value per atom, all in e: atom 1 (O): -0.562, atom 2 (C): 0.411, atom 3 (S): -0.466, atom 4 (C): 0.241, atom 5 (O): -0.321, atom 6 (S): -0.428, atom 7 (H): 0.125

---

(3)
C28H47BrNP3Sn | the ωB97M-V functional and the def2-TZVPD basis

Calculated values
**Net charge**: +4
**E_LUMO**: -14.04 eV
**Largest force on an atom**: 0.0331 hartree/bohr
**HOMO level**: -18.440 eV
**ΔE to the lowest compared entry with this formula, charge and spin**: 0.0 kJ/mol

Geometry (Å):
C1 1.537 -3.228 2.644
C2 1.850 -2.746 1.340
C3 1.776 -3.685 0.270
C4 1.449 -5.015 0.555
N1 1.174 -5.447 1.793
C5 1.225 -4.581 2.814
C6 2.178 -1.402 1.110
C7 2.230 -0.144 0.898
C8 3.254 0.902 0.778
C9 2.957 2.225 0.412
C10 3.984 3.160 0.251
C11 5.294 2.743 0.458
C12 5.621 1.443 0.845
C13 4.585 0.529 1.006
Sn1 0.053 0.617 0.485
P1 -1.855 -1.167 0.725
H1 1.996 -3.387 -0.755
H2 1.551 -2.561 3.506
H3 1.412 -5.757 -0.248
H4 1.010 -4.978 3.809
H5 4.792 -0.500 1.298
H6 1.924 2.557 0.242
H7 6.654 1.162 1.005
H8 3.785 4.186 -0.034
C14 -3.514 -0.444 0.348
C15 -4.621 -1.418 -0.060
H9 -3.347 0.290 -0.458
H10 -3.827 0.133 1.234
H11 -5.534 -0.851 -0.284
H12 -4.370 -1.991 -0.961
H13 -4.876 -2.124 0.741
C16 -1.613 -2.598 -0.408
C17 -2.235 -3.928 0.016
H14 -0.522 -2.720 -0.512
H15 -1.989 -2.305 -1.402
H16 -2.073 -4.676 -0.772
H17 -1.773 -4.328 0.928
H18 -3.320 -3.863 0.170
C18 -1.911 -1.831 2.439
C19 -3.239 -2.439 2.892
H19 -1.635 -0.994 3.102
H20 -1.099 -2.570 2.531
H21 -3.144 -2.784 3.930
H22 -4.062 -1.714 2.868
H23 -3.529 -3.313 2.295
Br1 6.692 4.003 0.193
P2 0.122 0.980 -2.134
C20 -1.175 0.091 -3.078
C21 -1.589 0.707 -4.415
H24 -2.056 0.007 -2.415
H25 -0.797 -0.932 -3.239
H26 -2.406 0.101 -4.827
H27 -1.963 1.734 -4.315
H28 -0.777 0.695 -5.154
C22 -0.066 2.774 -2.485
C23 0.654 3.338 -3.709
H29 0.271 3.310 -1.580
H30 -1.148 2.959 -2.577
H31 0.494 4.424 -3.730
H32 1.740 3.175 -3.685
H33 0.261 2.939 -4.653
C24 1.742 0.429 -2.792
C25 1.822 0.082 -4.280
H34 2.037 -0.445 -2.189
H35 2.462 1.227 -2.553
H36 2.842 -0.260 -4.494
H37 1.144 -0.730 -4.569
H38 1.633 0.946 -4.930
C26 -0.259 4.270 1.554
P3 -0.614 2.567 2.099
C27 0.339 2.319 3.633
C28 -2.386 2.541 2.518
H39 0.822 4.433 1.435
H40 -0.646 4.983 2.301
H41 -0.745 4.475 0.588
H42 -0.028 2.997 4.419
H43 0.245 1.280 3.979
H44 1.405 2.518 3.447
H45 -2.637 3.400 3.160
H46 -2.983 2.597 1.594
H47 -2.654 1.610 3.038

Table of Mulliken atomic charges, one value per atom, all in e: atom 1 (C): -0.285, atom 2 (C): 0.742, atom 3 (C): -0.209, atom 4 (C): -0.615, atom 5 (N): -0.375, atom 6 (C): -0.460, atom 7 (C): -0.109, atom 8 (C): -0.122, atom 9 (C): 0.865, atom 10 (C): 0.680, atom 11 (C): -1.134, atom 12 (C): -0.203, atom 13 (C): -0.773, atom 14 (C): -0.737, atom 15 (Sn): 0.149, atom 16 (P): 0.383, atom 17 (H): 0.596, atom 18 (H): 0.555, atom 19 (H): 0.438, atom 20 (H): 0.443, atom 21 (H): 0.492, atom 22 (H): -0.272, atom 23 (H): 0.502, atom 24 (H): 0.546, atom 25 (C): -0.410, atom 26 (C): -1.349, atom 27 (H): 0.462, atom 28 (H): 0.436, atom 29 (H): 0.448, atom 30 (H): 0.323, atom 31 (H): 0.305, atom 32 (C): 0.153, atom 33 (C): -1.536, atom 34 (H): -0.002, atom 35 (H): 0.454, atom 36 (H): 0.450, atom 37 (H): 0.320, atom 38 (H): 0.319, atom 39 (C): -0.027, atom 40 (C): -1.337, atom 41 (H): 0.488, atom 42 (H): -0.032, atom 43 (H): 0.454, atom 44 (H): 0.337, atom 45 (H): 0.286, atom 46 (Br): -0.035, atom 47 (P): 1.042, atom 48 (C): -0.335, atom 49 (C): -1.377, atom 50 (H): 0.318, atom 51 (H): 0.423, atom 52 (H): 0.436, atom 53 (H): 0.349, atom 54 (H): 0.307, atom 55 (C): -0.474, atom 56 (C): -1.358, atom 57 (H): 0.259, atom 58 (H): 0.513, atom 59 (H): 0.451, atom 60 (H): 0.327, atom 61 (H): 0.317, atom 62 (C): -0.523, atom 63 (C): -1.359, atom 64 (H): 0.310, atom 65 (H): 0.433, atom 66 (H): 0.432, atom 67 (H): 0.353, atom 68 (H): 0.312, atom 69 (C): -1.221, atom 70 (P): 1.041, atom 71 (C): -1.210, atom 72 (C): -1.101, atom 73 (H): 0.376, atom 74 (H): 0.509, atom 75 (H): 0.393, atom 76 (H): 0.515, atom 77 (H): 0.318, atom 78 (H): 0.363, atom 79 (H): 0.552, atom 80 (H): 0.375, atom 81 (H): 0.333

---

(4)
C44H48F2NP2S2Si2TeW | the ωB97M-V functional and the def2-TZVPD basis

Calculated values
**Net charge**: +3
**E_LUMO**: -9.23 eV
**Largest force on an atom**: 0.0429 hartree/bohr
**HOMO level**: -15.580 eV
**ΔE to the lowest compared entry with this formula, charge and spin**: 225.2 kJ/mol

Geometry (Å):
W1 -0.263 0.079 -0.559
S1 2.005 0.255 -0.926
P1 1.074 -2.076 1.665
C1 -0.150 -0.922 1.234
P2 -0.777 0.591 1.802
S2 -0.142 2.681 -0.800
C2 0.309 1.680 2.749
C3 -0.205 2.451 3.795
C4 0.623 3.344 4.456
C5 1.951 3.479 4.076
C6 2.458 2.725 3.025
C7 1.638 1.838 2.351
C8 -2.305 0.292 2.716
C9 -2.200 -0.141 4.039
C10 -3.350 -0.437 4.750
C11 -4.595 -0.305 4.144
C12 -4.696 0.111 2.824
C13 -3.549 0.412 2.104
C14 0.418 -3.380 2.692
C15 1.271 -4.188 3.450
C16 0.724 -5.094 4.340
C17 -0.657 -5.192 4.478
C18 -1.504 -4.392 3.716
C19 -0.972 -3.490 2.814
C20 2.587 -1.469 2.403
C21 3.775 -1.382 1.684
C22 4.908 -0.887 2.309
C23 4.846 -0.476 3.634
C24 3.656 -0.568 4.348
C25 2.520 -1.068 3.741
H1 -1.242 2.351 4.091
H2 0.228 3.943 5.265
H3 2.591 4.184 4.591
H4 3.490 2.840 2.721
H5 2.024 1.269 1.520
H6 -1.222 -0.234 4.497
H7 -3.281 -0.764 5.779
H8 -5.493 -0.521 4.707
H9 -5.669 0.213 2.363
H10 -3.618 0.740 1.072
H11 2.347 -4.098 3.353
H12 1.373 -5.725 4.932
H13 -1.076 -5.894 5.186
H14 -2.577 -4.467 3.832
H15 -1.618 -2.850 2.223
H16 3.803 -1.707 0.654
H17 5.841 -0.827 1.765
H18 5.732 -0.090 4.120
H19 3.613 -0.255 5.383
H20 1.591 -1.156 4.293
F1 -2.905 4.865 0.290
C26 -2.752 3.862 -0.543
C27 -1.882 2.789 -0.087
C28 -1.705 1.623 -0.962
C29 -2.345 1.655 -2.271
C30 -3.201 2.681 -2.559
F2 -3.845 2.722 -3.708
C31 -3.411 3.803 -1.711
C32 -1.775 0.725 -3.234
C33 -2.170 0.630 -4.570
C34 -1.386 -0.059 -5.472
C35 -0.200 -0.632 -5.027
C36 0.094 -0.568 -3.688
N1 -0.679 0.053 -2.776
H21 -1.828 2.694 0.993
H22 -4.076 4.594 -2.032
H23 -3.070 1.118 -4.900
H24 -1.676 -0.123 -6.512
H25 0.481 -1.126 -5.705
H26 1.016 -0.997 -3.325
C37 -1.437 -3.760 -3.369
Si1 -1.813 -3.784 -1.530
C38 -2.500 -2.073 -0.975
C39 -3.053 -5.066 -0.982
C40 -0.124 -4.116 -0.682
Te1 1.058 -2.311 -0.859
C41 2.616 -2.920 -2.157
Si2 4.210 -3.885 -1.477
C42 5.530 -2.577 -1.193
C43 3.611 -4.784 0.078
C44 4.637 -4.998 -2.916
H27 -2.314 -3.498 -3.965
H28 -1.126 -4.758 -3.690
H29 -0.634 -3.072 -3.630
H30 -3.226 -1.706 -1.704
H31 -1.727 -1.275 -0.853
H32 -3.007 -2.146 -0.012
H33 -4.018 -4.913 -1.471
H34 -3.221 -5.052 0.097
H35 -2.711 -6.067 -1.251
H36 0.397 -4.937 -1.178
H37 -0.239 -4.362 0.374
H38 2.947 -1.988 -2.623
H39 2.108 -3.543 -2.899
H40 5.145 -1.583 -0.955
H41 6.135 -2.476 -2.096
H42 6.212 -2.877 -0.394
H43 2.775 -4.270 0.554
H44 4.408 -4.881 0.818
H45 3.282 -5.797 -0.163
H46 4.734 -4.423 -3.839
H47 3.897 -5.783 -3.080
H48 5.598 -5.488 -2.745

Here are the Mulliken charges for atoms 1 to 99, given in e: atom 1 (W): -0.373, atom 2 (S): -0.358, atom 3 (P): 1.354, atom 4 (C): 0.019, atom 5 (P): -0.029, atom 6 (S): -0.160, atom 7 (C): 1.544, atom 8 (C): -0.933, atom 9 (C): -0.834, atom 10 (C): -0.755, atom 11 (C): -0.773, atom 12 (C): -0.588, atom 13 (C): 0.522, atom 14 (C): -0.084, atom 15 (C): -0.881, atom 16 (C): -0.806, atom 17 (C): -0.774, atom 18 (C): -0.258, atom 19 (C): 0.511, atom 20 (C): -0.700, atom 21 (C): -0.787, atom 22 (C): -0.666, atom 23 (C): -1.158, atom 24 (C): 0.010, atom 25 (C): 1.042, atom 26 (C): 0.517, atom 27 (C): -0.562, atom 28 (C): -0.876, atom 29 (C): -0.735, atom 30 (C): -0.450, atom 31 (H): 0.503, atom 32 (H): 0.494, atom 33 (H): 0.471, atom 34 (H): 0.553, atom 35 (H): -0.118, atom 36 (H): 0.488, atom 37 (H): 0.511, atom 38 (H): 0.453, atom 39 (H): 0.503, atom 40 (H): 0.373, atom 41 (H): 0.476, atom 42 (H): 0.488, atom 43 (H): 0.471, atom 44 (H): 0.550, atom 45 (H): 0.601, atom 46 (H): -0.528, atom 47 (H): 0.544, atom 48 (H): 0.458, atom 49 (H): 0.516, atom 50 (H): 0.464, atom 51 (F): -0.272, atom 52 (C): -0.247, atom 53 (C): 0.163, atom 54 (C): 1.842, atom 55 (C): -0.619, atom 56 (C): 1.250, atom 57 (F): -0.283, atom 58 (C): -0.815, atom 59 (C): 0.406, atom 60 (C): -1.226, atom 61 (C): -0.638, atom 62 (C): -1.015, atom 63 (C): -0.453, atom 64 (N): 0.319, atom 65 (H): 0.374, atom 66 (H): 0.564, atom 67 (H): 0.647, atom 68 (H): 0.508, atom 69 (H): 0.516, atom 70 (H): 0.644, atom 71 (C): -0.764, atom 72 (Si): -0.032, atom 73 (C): 0.092, atom 74 (C): -1.075, atom 75 (C): -0.692, atom 76 (Te): -0.746, atom 77 (C): -0.910, atom 78 (Si): 0.369, atom 79 (C): -1.149, atom 80 (C): -0.330, atom 81 (C): -1.209, atom 82 (H): 0.365, atom 83 (H): 0.399, atom 84 (H): 0.051, atom 85 (H): 0.619, atom 86 (H): -0.793, atom 87 (H): 0.387, atom 88 (H): 0.377, atom 89 (H): 0.363, atom 90 (H): 0.392, atom 91 (H): 0.887, atom 92 (H): 0.323, atom 93 (H): 0.624, atom 94 (H): 0.710, atom 95 (H): 0.348, atom 96 (H): 0.422, atom 97 (H): 0.412, atom 98 (H): -0.312, atom 99 (H): 0.401

---

(5)
C52H50ClGeN5O2RbS2 | the ωB97M-V functional and the def2-TZVPD basis

Calculated values
**Multiplicity**: 2
**Net charge**: -2
**E_LUMO (alpha / beta)**: 3.32 / 3.31 eV
**Largest force on an atom**: 0.0227 hartree/bohr
**HOMO level (alpha / beta)**: -0.036 / -2.130 eV
**ΔE to the lowest compared entry with this formula, charge and spin**: 72.5 kJ/mol

Geometry (Å):
Rb1 0.958 -0.272 -0.385
S1 5.534 2.301 -1.683
C1 5.747 0.736 -0.933
C2 6.885 0.175 -0.389
C3 6.796 -1.086 0.203
C4 5.578 -1.763 0.230
C5 4.436 -1.218 -0.330
C6 4.499 0.057 -0.917
N1 3.458 0.722 -1.456
C7 3.781 1.930 -1.924
C8 2.893 2.904 -2.442
C9 3.283 4.274 -2.458
C10 2.409 5.276 -2.797
C11 1.090 4.975 -3.146
C12 0.702 3.642 -3.200
C13 1.567 2.601 -2.903
H1 7.829 0.705 -0.419
H2 7.680 -1.545 0.630
H3 5.528 -2.742 0.695
H4 3.503 -1.771 -0.363
H5 4.292 4.517 -2.149
H6 2.745 6.308 -2.772
H7 0.388 5.762 -3.395
H8 -0.305 3.395 -3.517
C14 -3.983 4.231 -0.360
C15 -3.577 2.808 -0.697
N2 -2.131 2.727 -0.640
C16 -1.391 3.306 0.369
N3 -0.184 2.902 0.536
C17 0.621 3.534 1.557
C18 -0.227 4.014 2.729
C19 -1.300 4.945 2.191
N4 -1.996 4.342 1.065
C20 -3.431 4.557 1.016
H9 -5.070 4.333 -0.361
H10 -3.559 4.916 -1.097
H11 -3.892 2.534 -1.705
H12 -4.065 2.114 -0.004
H13 -1.733 1.841 -0.921
H14 1.165 4.387 1.129
H15 1.368 2.811 1.894
H16 0.383 4.521 3.481
H17 -0.711 3.151 3.196
H18 -0.853 5.899 1.884
H19 -2.033 5.162 2.973
H20 -3.621 5.605 1.262
H21 -3.944 3.939 1.770
C21 1.951 0.191 6.858
C22 1.613 -0.064 5.417
C23 2.268 -1.052 4.689
C24 1.944 -1.246 3.357
N5 1.030 -0.524 2.713
C25 0.392 0.412 3.412
C26 0.642 0.675 4.747
H22 2.518 -0.643 7.271
H23 1.051 0.334 7.456
H24 2.559 1.093 6.956
H25 3.026 -1.665 5.161
H26 2.438 -2.018 2.775
H27 -0.368 0.960 2.863
H28 0.079 1.443 5.264
C27 -5.917 -0.131 -2.517
C28 -4.668 -0.485 -3.015
C29 -3.608 -0.688 -2.143
C30 -3.755 -0.569 -0.755
C31 -5.022 -0.225 -0.283
C32 -6.090 -0.002 -1.145
Ge1 -2.075 -0.793 0.357
C33 -2.062 -2.806 0.450
C34 -1.043 -3.402 1.199
C35 -0.896 -4.779 1.275
C36 -1.767 -5.606 0.581
C37 -2.784 -5.039 -0.174
C38 -2.927 -3.659 -0.233
C39 -2.887 -0.435 2.186
C40 -3.089 -1.392 3.183
C41 -3.474 -1.040 4.471
C42 -3.684 0.292 4.803
C43 -3.502 1.267 3.830
C44 -3.100 0.900 2.554
H29 -6.748 0.038 -3.193
H30 -4.523 -0.593 -4.084
H31 -2.632 -0.950 -2.545
H32 -5.180 -0.133 0.788
H33 -7.062 0.274 -0.750
H34 -0.343 -2.762 1.734
H35 -0.088 -5.210 1.857
H36 -1.644 -6.683 0.614
H37 -3.462 -5.679 -0.730
H38 -3.727 -3.238 -0.832
H39 -2.939 -2.440 2.945
H40 -3.609 -1.807 5.227
H41 -3.985 0.569 5.807
H42 -3.662 2.313 4.076
H43 -2.922 1.676 1.811
O1 3.929 -6.448 -7.120
C45 4.075 -6.559 -5.760
O2 4.811 -7.429 -5.358
C46 3.326 -5.622 -4.930
C47 3.343 -5.795 -3.535
C48 2.629 -4.977 -2.697
C49 1.834 -3.914 -3.193
S2 0.889 -2.932 -2.171
C50 1.850 -3.724 -4.596
C51 2.566 -4.548 -5.428
H44 3.291 -5.754 -7.307
H45 3.941 -6.608 -3.140
H46 2.650 -5.131 -1.626
H47 1.280 -2.897 -5.000
H48 2.545 -4.319 -6.492
Cl1 0.293 0.988 -4.730
C52 1.101 1.184 -3.125
H49 1.921 0.474 -3.129
H50 0.346 0.874 -2.402

Here are the Mulliken charges for atoms 1 to 99, given in e: atom 1 (Rb): 1.623, atom 2 (S): -0.519, atom 3 (C): 0.887, atom 4 (C): -0.544, atom 5 (C): -0.490, atom 6 (C): -0.896, atom 7 (C): -0.260, atom 8 (C): -0.646, atom 9 (N): 0.335, atom 10 (C): 0.029, atom 11 (C): 1.011, atom 12 (C): -1.371, atom 13 (C): -0.553, atom 14 (C): -0.984, atom 15 (C): -0.292, atom 16 (C): 1.286, atom 17 (H): 0.354, atom 18 (H): 0.344, atom 19 (H): 0.401, atom 20 (H): 0.361, atom 21 (H): 0.237, atom 22 (H): 0.378, atom 23 (H): 0.374, atom 24 (H): 0.289, atom 25 (C): -1.122, atom 26 (C): 0.189, atom 27 (N): 0.312, atom 28 (C): -0.454, atom 29 (N): 0.195, atom 30 (C): -0.920, atom 31 (C): 0.017, atom 32 (C): -0.984, atom 33 (N): 0.361, atom 34 (C): -0.478, atom 35 (H): 0.441, atom 36 (H): 0.395, atom 37 (H): 0.387, atom 38 (H): -0.143, atom 39 (H): -0.012, atom 40 (H): 0.442, atom 41 (H): 0.240, atom 42 (H): 0.346, atom 43 (H): -0.167, atom 44 (H): 0.238, atom 45 (H): 0.529, atom 46 (H): 0.571, atom 47 (H): 0.129, atom 48 (C): -1.478, atom 49 (C): 0.954, atom 50 (C): -0.826, atom 51 (C): -0.503, atom 52 (N): 0.282, atom 53 (C): -0.470, atom 54 (C): -0.798, atom 55 (H): 0.376, atom 56 (H): 0.358, atom 57 (H): 0.280, atom 58 (H): 0.331, atom 59 (H): 0.424, atom 60 (H): 0.609, atom 61 (H): 0.450, atom 62 (C): -0.444, atom 63 (C): -0.679, atom 64 (C): -0.465, atom 65 (C): -0.259, atom 66 (C): -0.085, atom 67 (C): -0.443, atom 68 (Ge): -0.442, atom 69 (C): -0.267, atom 70 (C): -0.153, atom 71 (C): -0.652, atom 72 (C): -0.502, atom 73 (C): -0.629, atom 74 (C): -0.070, atom 75 (C): -0.420, atom 76 (C): -0.294, atom 77 (C): -0.682, atom 78 (C): -0.776, atom 79 (C): -0.375, atom 80 (C): 0.477, atom 81 (H): 0.320, atom 82 (H): 0.382, atom 83 (H): 0.525, atom 84 (H): 0.305, atom 85 (H): 0.328, atom 86 (H): 0.327, atom 87 (H): 0.376, atom 88 (H): 0.311, atom 89 (H): 0.348, atom 90 (H): 0.215, atom 91 (H): 0.278, atom 92 (H): 0.370, atom 93 (H): 0.333, atom 94 (H): 0.380, atom 95 (H): 0.241, atom 96 (O): -0.509, atom 97 (C): 0.688, atom 98 (O): -0.632, atom 99 (C): 0.806